Molecular formula: C76H210N28O11P8
Method: DFT, wB97M-V/def2-TZVPD

Computed properties:
HOMO-LUMO gap ... 8.03 eV
ΔE to the lowest compared entry with this formula, charge and spin ... 73.3 kcal/mol
Total charge ... 0
Largest force on an atom ... 3.80 eV Å⁻¹
Lowest unoccupied orbital energy ... 0.0156 hartree
Calculated total energy ... -220781.5740 eV

Geometry as XYZ:
```
333
Properties=species:S:1:pos:R:3:forces:R:3:mulliken_charge:R:1
C 26.339512 17.595544 20.899689 -0.01 0.82 -1.69 -1.63
C 25.540475 18.902739 20.712437 2.27 0.24 0.12 -1.29
N 25.199839 19.177261 19.357932 -1.69 1.52 -1.03 1.26
C 26.358609 19.657396 18.576775 -1.81 0.86 -1.01 -0.78
C 26.770747 21.148902 18.710478 1.02 0.03 1.50 -1.33
C 23.949857 20.139184 19.300001 1.66 -1.48 -0.71 -0.08
C 22.719713 19.393638 19.781360 0.28 0.35 1.16 0.14
H 26.494462 17.470782 21.942219 0.57 -0.39 0.86 0.55
H 27.257894 17.670363 20.304524 0.27 0.09 0.71 0.39
H 25.894274 16.707726 20.453266 -0.70 0.05 0.24 0.25
H 24.675915 18.856581 21.293106 -1.44 0.02 0.90 1.15
H 26.149626 19.759910 21.133028 -0.34 -0.69 -0.04 0.27
H 27.179230 19.005051 18.744215 0.83 -0.47 0.51 0.97
H 26.104217 19.445578 17.500203 0.16 0.50 0.71 -0.04
H 27.690915 21.280708 18.167991 0.57 -0.11 -0.44 0.51
H 26.108711 21.845651 18.227853 -0.58 -0.01 0.08 -0.02
H 27.074422 21.565739 19.752527 -0.97 -1.03 -1.43 0.24
H 23.817736 20.450012 18.241722 0.15 -0.22 0.67 -1.32
H 24.138460 21.031438 19.900356 0.03 0.12 0.01 0.98
H 21.796227 19.911642 19.606422 -0.41 0.22 -0.76 0.07
H 22.687422 19.274011 20.857796 0.37 0.17 0.57 0.48
H 22.702160 18.375915 19.466930 -0.18 -0.56 -0.83 -0.61
C 17.815116 14.251815 9.440219 -0.81 -1.76 0.21 -1.20
C 16.613001 14.963253 10.133843 1.13 -0.95 0.33 -0.49
N 17.018469 15.766700 11.274830 -0.86 -1.00 1.36 0.34
C 17.668690 16.955854 10.867787 0.68 0.48 -0.61 -1.13
C 18.506838 17.630391 11.943675 0.38 0.09 -0.78 0.48
C 15.913312 16.112376 12.180928 2.09 0.48 1.73 -0.12
C 15.594290 15.232825 13.409891 -1.92 0.62 -1.17 -0.94
H 18.667372 14.822172 9.118508 0.19 0.79 0.28 0.35
H 17.430441 13.844481 8.492998 0.01 -0.14 0.22 0.37
H 18.226153 13.367942 10.023797 -0.63 1.14 -0.44 0.26
H 16.074649 15.518711 9.391257 -0.31 0.94 -0.68 0.40
H 15.872952 14.215357 10.438240 0.36 -0.14 0.26 0.42
H 18.380618 16.614416 10.116105 -0.06 0.46 -0.32 0.59
H 16.962142 17.689447 10.411113 0.30 -0.19 -0.01 0.13
H 19.178135 18.269326 11.295626 -0.23 -0.37 1.43 -0.32
H 17.920641 18.252833 12.629152 0.26 0.00 -0.14 -0.35
H 19.018045 16.823974 12.517667 0.04 0.77 -0.40 0.23
H 15.096505 16.286324 11.578484 -2.56 0.11 -1.19 0.56
H 16.121001 17.114151 12.604325 0.18 -0.39 -0.23 -0.31
H 15.123396 14.292510 13.069723 0.37 0.18 0.49 0.44
H 14.823928 15.815612 13.993921 0.58 -0.73 -0.50 0.12
H 16.413028 15.079774 14.071397 0.87 -0.27 0.26 0.10
C 17.548671 17.214461 18.545934 1.18 1.07 -0.08 1.20
C 17.426739 18.189498 17.361007 -0.12 -2.54 -0.67 0.32
N 18.560911 19.011172 17.045790 -0.46 -0.20 2.85 1.43
C 18.292071 19.822485 15.931056 -1.00 0.48 -1.14 0.85
C 19.381877 20.783994 15.525171 0.43 -0.53 -1.31 0.20
C 19.809440 18.329243 17.001824 1.64 -0.54 -1.97 -0.57
C 20.060087 17.514333 15.659256 1.37 0.11 0.63 0.12
H 18.374324 16.513056 18.363123 -0.26 0.04 0.07 -1.02
H 16.642521 16.611284 18.634288 0.00 0.36 0.43 0.29
H 17.853361 17.811123 19.418493 -0.64 -0.54 0.18 -0.98
H 17.300348 17.432907 16.552035 -0.28 0.37 -0.60 0.05
H 16.483484 18.718381 17.380267 0.12 0.72 0.20 -0.31
H 17.964525 19.165991 15.116268 0.45 -0.22 -0.82 0.02
H 17.343009 20.339037 16.102625 0.14 0.45 0.39 -0.24
H 19.033636 21.343912 14.618663 0.61 -0.67 0.40 -0.18
H 19.575054 21.529423 16.249193 -0.17 0.57 0.88 -0.17
H 20.392652 20.276217 15.400144 -1.32 0.67 -0.45 -0.71
H 20.030572 17.606557 17.811179 -0.53 0.85 -0.02 -0.22
H 20.575198 19.123448 16.979680 0.04 -0.50 0.55 0.11
H 19.208084 16.999578 15.290137 -1.04 -0.42 -0.23 0.32
H 20.810042 16.728690 15.868364 -0.26 0.30 -0.16 -0.21
H 20.468108 18.099694 14.809938 -0.33 0.00 0.57 -0.33
C 23.910070 18.139669 8.715889 -1.14 -0.59 -1.37 -0.76
C 22.763642 19.127002 8.394080 0.03 -0.40 1.84 -0.38
N 22.815557 20.283504 9.292140 0.13 0.87 -2.34 -0.05
C 22.587302 19.923585 10.657512 -0.10 0.81 -0.03 0.88
C 22.889642 21.020990 11.638231 0.91 1.03 -0.29 -1.25
C 21.976452 21.375325 8.676684 -0.11 0.60 2.23 -0.57
C 20.509518 20.950048 8.433691 0.06 -0.25 0.58 -0.73
H 24.879478 18.640048 8.700304 -0.07 -0.10 -0.04 0.33
H 23.846028 17.332145 7.913277 0.42 0.78 1.21 0.41
H 23.713086 17.710734 9.706774 0.32 -0.21 -0.44 -0.14
H 22.825550 19.555165 7.411363 0.03 -0.29 -0.70 0.49
H 21.777167 18.591595 8.552541 0.76 0.29 -0.54 0.18
H 21.601587 19.501917 10.789900 -0.94 -0.04 0.35 -0.38
H 23.240477 19.117843 10.892583 0.65 -0.68 0.14 0.14
H 22.779645 20.716384 12.640513 -0.62 -0.61 1.30 0.25
H 23.921533 21.390205 11.633760 0.20 -0.43 -0.58 0.35
H 22.335363 21.932444 11.519060 -0.60 0.20 -0.19 -0.02
H 22.436458 21.831811 7.767849 -0.08 -0.82 0.56 0.32
H 22.009477 22.207272 9.445147 -0.19 -0.76 -0.92 0.19
H 19.819234 21.784711 8.355802 0.05 0.29 0.13 0.31
H 20.102484 20.283918 9.233217 0.40 0.61 -0.43 0.04
H 20.411331 20.410257 7.507998 0.04 -0.36 -0.46 0.45
O 14.819579 20.633084 16.947739 2.55 0.86 0.04 -0.57
P 13.514022 20.023532 17.038049 -1.74 -0.77 -0.17 0.66
N 12.540475 20.785878 15.934446 -0.12 0.74 0.84 0.54
C 12.833833 22.156848 15.458053 -0.24 -1.06 1.04 -0.94
C 11.158053 20.432076 16.061635 -1.31 -1.00 -0.29 -1.06
N 12.983153 19.978317 18.606430 0.20 0.23 0.27 0.65
C 11.854888 19.256587 19.191721 0.84 0.51 1.02 -0.71
C 13.641337 20.896869 19.523750 -0.96 1.80 -0.32 0.87
N 13.252767 18.462600 16.576436 -0.29 0.37 -0.34 0.38
C 13.205667 18.185850 15.141318 -2.04 0.17 0.52 -1.40
C 13.889933 17.435353 17.359886 2.00 0.05 -1.21 -0.47
H 12.309856 22.943208 16.036901 0.19 -0.35 -0.22 0.20
H 12.540681 22.179645 14.431844 -0.32 0.37 -0.83 0.41
H 13.904153 22.273463 15.522284 0.23 0.26 0.06 0.02
H 10.593762 21.123979 16.686972 -0.04 0.15 0.31 0.28
H 11.015246 19.374481 16.491054 0.29 1.67 -0.87 0.33
H 10.683943 20.487470 15.070557 -0.06 -0.25 0.13 0.37
H 12.206616 18.528454 19.998176 -0.37 0.84 -0.96 -0.33
H 11.220337 20.037064 19.660203 -0.08 -0.68 -0.09 0.43
H 11.317193 18.734291 18.427488 -0.34 -0.36 -0.22 0.47
H 13.732333 20.419458 20.492191 0.10 0.00 0.22 -1.06
H 14.631298 21.122370 19.107821 -0.30 0.06 0.40 -0.35
H 13.035568 21.924088 19.639464 1.11 -2.05 -0.10 0.05
H 12.556598 17.318950 14.984491 0.01 -0.01 -0.09 0.32
H 12.800575 19.038415 14.576289 0.11 -0.44 0.39 0.32
H 14.139890 17.966012 14.746482 2.06 -0.48 -0.69 0.38
H 14.088092 17.727867 18.364835 -0.84 0.06 1.13 -0.23
H 14.950827 17.369881 17.034863 -0.41 -0.55 -0.36 -0.02
H 13.416632 16.480282 17.194229 -0.26 -0.34 0.38 0.55
O 15.303981 18.058823 21.375538 -0.35 -0.13 0.29 -0.05
P 14.861681 17.030123 22.352020 0.15 -0.79 0.38 0.24
N 14.825832 15.424245 21.884470 -0.29 1.10 0.27 0.22
C 16.032761 14.558650 21.950657 -1.27 0.29 2.46 -0.41
C 13.818321 15.055276 20.877354 0.11 1.92 0.05 -0.86
N 13.271539 17.350358 22.857144 -0.22 -0.75 1.24 0.64
C 12.368123 16.370118 23.492613 1.00 -1.74 -0.98 -1.12
C 12.810323 18.709673 23.031058 -0.03 -0.50 -2.17 -0.70
N 15.963037 16.970680 23.644035 -0.01 0.66 0.71 0.49
C 15.644883 16.386833 24.951022 2.69 -0.69 -0.39 -1.42
C 16.562783 18.283651 23.915526 0.57 0.45 0.24 -0.78
H 16.612224 14.827409 22.894835 -0.59 -0.34 -1.65 -0.38
H 16.569523 14.664091 21.064101 1.40 0.09 -1.20 0.14
H 15.710961 13.506954 22.055421 -0.01 0.33 -0.08 0.36
H 14.150394 15.126075 19.814685 0.03 -0.15 0.71 -0.19
H 12.905999 15.700602 20.993983 0.90 -0.57 -0.16 0.30
H 13.573733 14.085659 21.174023 -0.80 -1.88 -0.27 0.53
H 11.947213 16.491308 24.500836 0.77 0.86 0.02 0.30
H 11.482769 16.255991 22.855778 0.05 -0.12 -0.08 0.35
H 12.938284 15.397958 23.499947 -0.87 0.77 0.02 0.25
H 13.476000 19.302179 22.421879 0.07 0.70 0.09 -0.40
H 11.798443 18.798126 22.621277 -0.03 0.06 -0.10 0.39
H 12.757672 19.027204 24.029982 0.25 0.45 1.58 0.32
H 15.270661 15.410677 24.927830 -1.20 -1.39 -0.55 0.50
H 16.566222 16.210282 25.575792 -0.24 0.47 -0.94 0.29
H 15.092186 17.002254 25.573898 -1.71 1.38 0.99 0.41
H 15.820960 18.961267 24.417863 0.50 -0.17 -0.63 0.42
H 16.990442 18.690357 22.982245 -0.57 0.12 0.65 -0.50
H 17.404270 18.179559 24.634662 -0.45 -0.20 -0.45 0.45
O 17.633243 21.128073 10.584294 0.59 -0.90 0.20 -1.09
P 17.327197 22.336617 11.368731 0.41 -0.15 -1.59 0.37
N 16.381444 23.345544 10.426147 -0.97 0.77 0.62 0.10
C 15.012550 22.813201 10.298512 0.38 -0.19 -1.07 -0.85
C 16.863043 23.882126 9.161824 0.37 -0.08 -0.03 -0.88
N 18.672688 23.207577 11.797485 -0.30 -1.00 0.58 0.92
C 19.967542 22.535597 11.639068 -1.23 0.41 -0.27 -0.78
C 18.744315 24.637355 11.771857 -0.54 -0.41 -1.71 -1.23
N 16.431569 21.978729 12.673002 -0.77 -0.57 0.88 0.89
C 16.094867 23.006731 13.660599 0.36 -0.28 -0.49 -0.77
C 15.849930 20.633172 12.882402 -1.31 0.98 -1.22 -0.07
H 14.713603 22.422972 11.240379 -0.52 0.01 0.84 0.18
H 14.957747 21.928054 9.617704 0.19 0.65 0.06 0.26
H 14.309226 23.581012 9.947228 0.27 -0.13 0.13 0.36
H 16.203600 24.685612 8.834346 -0.10 0.10 0.08 0.32
H 16.802679 23.093086 8.401751 0.40 0.12 -0.11 0.33
H 17.882589 24.320457 9.224238 -0.60 -0.58 0.04 0.22
H 20.412146 22.999221 10.755834 0.36 -0.58 -0.29 0.27
H 20.581302 22.781244 12.472542 0.56 0.09 0.85 -0.10
H 19.808420 21.453717 11.589161 0.30 0.31 -0.33 0.43
H 19.250527 24.858983 10.836090 0.14 0.68 -0.48 0.47
H 17.710114 24.985057 11.670407 0.47 0.61 0.50 0.53
H 19.384126 25.078904 12.507382 -0.15 0.18 1.09 -0.02
H 15.041974 23.366801 13.658709 0.43 -0.41 -0.31 0.06
H 16.310408 22.540147 14.616996 0.02 0.46 0.52 0.00
H 16.752916 23.864396 13.450219 -0.27 -0.23 0.54 0.35
H 14.748598 20.762118 13.029472 0.49 -0.12 -0.25 0.21
H 16.176304 20.175172 13.789847 0.71 -0.37 0.60 -0.46
H 16.002217 19.993771 11.982307 0.14 0.51 0.81 0.15
O 18.377474 13.871466 20.032422 -0.80 1.36 0.75 0.05
P 18.670076 12.941691 18.947799 1.17 -1.83 0.53 -0.56
N 17.650902 12.951596 17.663343 0.00 -0.54 -1.55 0.57
C 16.240656 13.286963 17.848385 1.04 1.91 1.73 -1.05
C 18.002053 12.520673 16.269976 -2.18 0.67 0.42 -0.82
N 18.666098 11.386089 19.641276 -0.01 2.37 -2.38 0.56
C 19.076021 10.376368 18.718171 -0.02 -0.35 -1.38 -1.09
C 18.547816 11.158031 21.029445 2.35 -0.02 1.48 -0.58
N 20.141746 13.147292 18.216904 1.33 0.90 -0.72 0.71
C 20.339491 14.429430 17.439937 -0.16 -0.64 0.67 -1.40
C 21.452832 12.506499 18.535370 -1.18 -0.78 0.28 -1.23
H 15.458631 12.635831 17.492397 0.20 -0.52 -0.41 0.48
H 16.164156 14.310428 17.475746 -0.74 -0.04 -0.60 0.34
H 16.095343 13.473878 18.932486 -0.09 -0.51 -0.41 0.08
H 17.750004 11.470093 16.175749 -0.14 -0.29 -0.25 0.28
H 19.028556 12.627792 15.985133 0.52 0.44 0.16 0.43
H 17.312403 13.101373 15.569621 1.09 -0.65 0.74 0.10
H 19.385760 10.800578 17.718796 -0.86 -0.17 0.97 0.19
H 19.981493 9.849797 18.952131 0.58 -0.45 0.93 0.40
H 18.282753 9.649736 18.569675 -0.09 -0.33 -0.24 0.34
H 19.563120 10.715868 21.290756 -1.33 -0.35 0.49 0.31
H 18.593494 12.115926 21.600200 -0.59 -0.57 -0.66 -0.14
H 17.686775 10.543244 21.345683 0.43 0.11 -0.16 0.23
H 20.736660 15.192882 18.107850 0.35 0.07 0.15 -0.15
H 21.027540 14.309171 16.583327 -0.36 -0.16 0.34 0.65
H 19.379624 14.839785 17.134177 -0.10 -0.27 -0.32 0.29
H 21.632732 11.755512 17.762245 0.34 0.01 0.06 0.43
H 21.511808 11.990944 19.518179 -0.53 0.34 -0.47 0.29
H 22.272193 13.209669 18.538015 0.00 0.49 -0.19 0.22
O 18.462870 23.963700 21.942530 0.19 -0.09 0.13 -1.02
P 17.184237 23.394721 21.465550 -0.75 -0.51 -0.20 0.19
N 17.165793 22.017812 20.560684 -0.34 0.18 0.85 2.40
C 17.224778 22.097796 19.124303 1.44 -0.26 -0.21 -0.64
C 17.699234 20.791289 21.163578 0.33 -0.03 -0.21 -0.14
N 16.449393 24.472129 20.417776 -0.37 1.69 0.22 0.32
C 16.714659 25.896330 20.806163 0.48 -0.46 -1.83 -1.12
C 15.033035 24.345371 19.996314 1.74 -1.70 1.33 -0.98
N 16.232291 22.967913 22.766014 1.05 0.80 1.47 0.67
C 16.536152 23.497303 24.094504 -0.68 -0.14 0.95 -1.24
C 15.041008 22.173691 22.808668 -0.48 1.73 -0.11 -0.69
H 18.305886 22.199460 18.788508 -1.27 -0.02 -0.12 -1.12
H 16.576087 22.863693 18.747832 0.27 0.61 -0.20 0.76
H 16.792986 21.206722 18.735457 0.07 -1.09 -0.52 -0.04
H 17.677494 20.873473 22.268044 -0.24 -0.14 -0.59 0.37
H 18.781006 20.695753 20.895725 -0.71 -0.26 0.00 -0.75
H 17.107278 19.914227 20.801044 0.55 0.53 0.40 -0.18
H 16.655895 26.593582 19.912397 -0.58 -0.89 0.94 0.29
H 16.061419 26.179026 21.623442 -0.08 0.45 0.13 0.33
H 17.757900 25.947052 21.062811 0.24 0.14 0.62 0.43
H 14.916725 24.793307 19.054228 -0.38 0.94 -1.14 0.46
H 14.794750 23.292063 19.886575 -0.10 -0.11 -0.03 0.08
H 14.421553 24.739584 20.779589 -0.83 0.53 0.26 0.34
H 17.430903 24.069447 24.204101 0.95 -0.08 -0.57 0.33
H 15.789144 24.214564 24.483073 -0.35 -0.39 -0.42 0.31
H 16.560760 22.668128 24.830824 0.09 0.28 -0.34 0.28
H 15.084934 21.270790 23.351037 0.63 -1.21 0.89 0.34
H 14.802585 21.941493 21.821809 -0.77 -0.57 -1.65 -0.31
H 14.230763 22.768600 23.256728 -0.03 -0.11 -0.19 0.47
O 26.174868 24.968598 14.987298 -0.61 0.20 -0.14 -0.92
P 24.855369 24.313910 15.203028 1.20 1.31 -1.32 0.42
N 25.120485 22.701359 15.234325 -1.23 -1.17 1.05 0.50
C 24.088589 21.741399 15.683052 1.09 0.21 -1.02 1.59
C 26.194803 22.111512 14.488140 0.40 1.85 -0.68 -1.00
N 23.719804 24.861831 14.076993 0.57 0.78 0.27 0.22
C 24.076675 25.545526 12.803839 -0.85 -2.30 0.40 -1.08
C 22.393146 24.288913 14.204598 0.73 -1.08 -0.63 0.92
N 24.069516 24.590969 16.627916 0.50 -0.63 1.29 0.68
C 23.626752 25.975648 16.814868 -0.42 -0.83 -0.11 -1.11
C 24.742300 23.981076 17.810714 2.10 3.16 0.24 -1.36
H 23.246955 22.276820 16.072047 -0.46 -0.06 0.10 0.05
H 24.461478 21.031860 16.434170 0.18 0.25 -0.12 -1.04
H 23.846299 21.170855 14.783559 -0.59 -0.27 0.17 -0.48
H 26.617755 21.296196 15.014072 0.50 -0.92 0.61 0.30
H 26.935963 22.914784 14.344842 0.00 -0.55 0.07 0.33
H 25.885568 21.795651 13.499313 -0.24 -0.36 -0.38 0.15
H 23.293911 26.265836 12.533016 0.27 -0.17 0.05 0.31
H 25.033371 25.978893 12.899440 0.94 0.82 0.30 0.37
H 24.199664 24.754216 12.024926 -0.40 0.67 0.06 0.22
H 21.596902 24.929699 13.792252 0.31 -0.17 0.28 0.25
H 22.415431 23.298090 13.694868 -0.60 0.45 -0.03 -0.68
H 22.284324 24.048215 15.257346 -0.77 0.22 0.04 -0.45
H 24.438179 26.687048 16.798720 0.32 0.35 -0.30 0.32
H 22.873871 26.155177 16.046927 0.15 0.48 0.16 0.28
H 23.171794 26.027053 17.787157 -0.42 0.13 0.41 0.42
H 24.461657 23.026441 18.067868 -1.46 -2.15 0.32 0.25
H 24.631024 24.652651 18.709549 -0.22 -0.65 -0.91 0.40
H 25.863610 23.880764 17.714349 -0.95 0.48 -0.35 0.41
O 21.476259 16.888937 24.826030 -0.56 -0.29 -1.96 -0.94
P 20.863928 16.463023 23.505080 1.83 0.78 1.78 -0.01
N 20.220541 14.977618 23.538189 -0.85 -0.57 -0.02 0.56
C 19.033071 14.848159 24.400355 0.19 0.05 -0.10 -0.93
C 21.096472 13.827793 23.362637 -0.52 0.24 -1.19 -0.72
N 21.952888 16.555282 22.235248 1.18 -0.47 0.02 1.40
C 23.371619 16.667521 22.617888 -0.20 0.77 0.03 -1.35
C 21.764591 15.891887 20.920148 -0.07 -0.27 1.82 0.32
N 19.632093 17.424883 23.042386 -1.45 1.27 -0.53 0.52
C 18.952358 17.122700 21.751761 2.28 2.25 -0.02 -0.21
C 20.094574 18.835419 23.119413 0.14 -0.33 -1.64 -1.04
H 19.258035 15.094917 25.436772 0.19 0.16 0.21 0.40
H 18.709096 13.812050 24.414354 -0.26 -0.11 -0.34 0.53
H 18.238010 15.535771 24.064713 0.30 -0.48 0.01 -0.10
H 22.111007 14.169754 23.107877 -0.31 -0.24 0.20 0.15
H 20.692127 13.268645 22.489739 0.46 -0.16 0.57 0.03
H 21.118323 13.214273 24.248495 0.13 -0.29 0.31 0.43
H 23.805729 15.704904 22.902718 0.20 -0.19 -0.42 0.40
H 23.978821 17.189223 21.832721 -0.73 -0.77 0.65 -0.14
H 23.386805 17.252196 23.536119 0.25 0.17 -0.07 0.48
H 22.588489 15.170881 20.830538 -0.10 0.17 -0.51 0.63
H 20.838619 15.315299 20.976362 0.00 0.13 -0.56 -0.27
H 21.760245 16.656317 20.155053 -0.01 -0.21 -0.46 -1.07
H 19.595358 17.629596 20.984237 -0.34 -0.53 0.08 -0.09
H 19.010859 16.093159 21.556753 -0.74 -1.41 -0.25 0.24
H 18.011087 17.624457 21.607405 -0.70 -0.36 0.49 0.05
H 21.054697 18.824244 23.631203 -0.01 0.44 0.05 0.53
H 19.399826 19.443513 23.682716 -0.22 0.30 -0.06 0.33
H 20.240832 19.227637 22.036013 -0.22 -0.38 1.79 -0.04
O 23.258046 14.508988 15.182340 -0.29 -0.15 -0.10 -1.00
P 24.065236 15.727114 14.960051 0.55 -1.23 -0.25 0.21
N 24.517754 16.515685 16.320831 -0.65 1.07 0.59 1.10
C 25.676697 16.128511 17.092221 -0.02 -0.40 -0.46 -0.59
C 23.396099 16.971060 17.175064 0.92 0.93 -0.20 -0.24
N 23.321180 16.853685 14.021339 -0.08 1.49 0.44 1.29
C 23.563097 18.334195 14.105420 1.34 -1.75 -0.12 -0.52
C 22.502576 16.422514 12.898115 1.14 -2.47 0.10 -1.48
N 25.519369 15.339079 14.246355 -0.23 0.23 0.38 0.28
C 26.201148 14.064404 14.389915 -0.18 -0.23 -1.66 -1.16
C 26.270569 16.392957 13.600301 -0.11 0.32 0.35 -0.73
H 25.517200 15.286690 17.751778 -0.37 -0.56 0.23 0.26
H 25.886135 16.954612 17.715256 0.59 0.98 0.80 -0.16
H 26.544852 15.881307 16.489675 -0.03 0.17 -0.29 0.26
H 23.757145 17.681769 17.943789 0.14 -0.19 -0.68 -0.23
H 23.030890 16.131372 17.736972 -0.81 -0.55 0.12 0.28
H 22.644739 17.483766 16.546696 0.20 -0.50 0.51 -0.56
H 22.627801 18.824154 14.262285 -0.63 0.55 0.22 -0.52
H 24.290557 18.518547 14.921132 -0.65 0.01 -0.34 0.32
H 24.033428 18.703474 13.177093 -0.27 -0.12 0.16 0.37
H 23.139443 16.400769 11.996877 -0.49 0.40 -0.13 0.14
H 22.205463 15.326530 13.033774 0.22 1.54 0.09 0.28
H 21.624286 17.016685 12.797620 -0.63 0.57 -0.22 0.48
H 27.193067 14.133721 14.808325 0.42 0.35 0.41 0.38
H 25.652250 13.318484 14.945276 -0.45 0.14 0.17 0.27
H 26.336663 13.678112 13.352221 0.04 -0.13 0.63 0.39
H 25.616153 16.976868 12.956614 0.07 -0.05 -0.26 -0.03
H 27.049704 15.923787 13.031729 0.40 -0.06 -0.59 0.50
H 26.758090 17.122862 14.271758 -0.11 -0.31 0.17 0.17
C 21.797432 22.837606 21.585536 -0.92 -1.50 0.10 -1.62
C 21.028519 22.879782 20.284999 -1.62 1.55 -0.66 2.23
C 20.680362 24.292730 19.753232 -0.82 0.51 0.73 -0.38
O 20.550807 24.112975 18.322120 0.07 -1.16 -0.44 -0.44
C 21.200581 22.965530 17.988737 0.08 -0.64 0.77 0.49
O 21.300269 22.435557 16.908539 0.03 1.44 1.38 -0.62
O 21.727143 22.404956 19.137924 0.17 -0.63 -1.04 -0.02
H 22.197438 21.798438 21.768726 -0.20 1.12 -0.23 0.18
H 21.032772 23.018508 22.362653 0.45 0.09 -0.18 0.37
H 22.562985 23.591102 21.633685 0.46 0.16 0.01 0.42
H 20.022003 22.377274 20.356256 1.12 -0.06 0.10 -1.28
H 21.485633 24.999723 19.855013 0.57 0.24 0.42 0.52
H 19.752843 24.739969 20.207856 0.85 -0.74 -0.72 -0.23
```
Forces are in eV/Å.